No. 1
ORCA calculation (ωB97M-V/def2-TZVPD) on a molecular structure, C28H44CrF12NO20.

The geometry in XYZ format:
```
106
Properties=species:S:1:pos:R:3:forces:R:3:mulliken_spin:R:1
Cr 21.5218 -20.6536 -14.1254 0.2 -0.1 0.0 5.034
N 21.7732 -23.7474 -14.6971 1.7 -1.9 -1.7 -0.029
O 22.0508 -22.6305 -14.3775 0.8 5.1 1.7 -0.055
O 22.2869 -24.6503 -14.1114 1.4 -3.4 3.4 0.018
O 21.2337 -23.9783 -15.7278 -3.5 -0.2 -3.7 0.016
C 20.7038 -18.8542 -9.7037 0.9 1.0 -0.5 0.003
C 22.2323 -18.8775 -10.1588 -2.4 0.2 1.1 0.000
O 22.7047 -20.1904 -9.8739 0.3 -1.5 -1.5 0.000
C 22.4990 -21.1825 -10.7820 0.3 -0.7 -0.4 0.026
O 22.1620 -21.0546 -11.9694 0.9 0.0 3.0 -0.064
O 22.7662 -22.3731 -10.1408 -0.4 3.1 0.0 -0.001
C 22.6250 -23.5747 -10.8355 -0.4 -1.0 -1.3 0.005
H 20.1011 -19.6448 -10.1506 0.4 -0.2 -0.1 0.001
H 20.2811 -17.9172 -10.0665 -0.1 0.1 -0.1 0.000
H 20.5242 -18.8523 -8.6286 0.5 -0.2 0.0 0.000
H 22.8455 -18.2117 -9.5516 -0.1 -0.1 0.1 0.001
H 22.2849 -18.4942 -11.1779 0.3 -0.8 -0.3 0.006
H 22.0006 -23.4469 -11.7197 0.1 0.0 -0.1 0.000
H 22.1589 -24.3281 -10.2005 0.1 0.2 0.3 0.000
H 23.5990 -23.9403 -11.1608 0.0 0.0 0.1 -0.001
C 23.8346 -29.4340 -6.8393 0.4 1.1 -1.0 0.000
C 24.4445 -29.3320 -8.2870 -0.1 -0.7 0.5 0.000
O 23.5588 -28.5953 -9.1172 -1.5 1.4 -1.3 0.000
C 23.8600 -28.3102 -10.4068 2.8 -1.5 -1.9 0.000
O 24.8238 -28.8172 -11.0484 -3.0 1.6 2.1 0.000
O 22.9966 -27.4175 -10.9176 -0.9 -1.1 2.9 0.000
C 22.9803 -27.0197 -12.2789 1.0 -0.2 0.6 0.000
H 24.5543 -29.7883 -6.1013 0.1 -0.3 -0.3 0.000
H 22.9066 -30.0014 -6.7695 0.2 -0.2 -0.3 0.000
H 23.5990 -28.4179 -6.5231 -0.1 0.1 0.0 0.000
H 24.5408 -30.3229 -8.7308 0.4 0.0 0.1 0.000
H 25.3820 -28.7789 -8.3440 0.3 -0.4 0.5 0.000
H 22.9573 -27.9332 -12.8732 0.3 0.4 -0.5 0.000
H 23.8991 -26.4334 -12.2927 0.0 0.0 -1.4 0.000
H 22.1032 -26.3891 -12.4245 0.2 -0.2 0.0 0.000
C 19.1089 -26.0091 -12.9495 -1.0 1.2 0.1 0.001
C 18.5117 -24.6825 -12.3393 -0.2 -1.0 0.9 -0.001
O 19.3922 -23.6051 -12.6490 1.5 1.7 -1.2 0.003
C 19.1524 -22.3153 -12.5004 -0.4 1.7 -1.2 0.002
O 19.8078 -21.4054 -13.0940 -3.0 -2.9 2.5 0.016
O 18.0421 -22.1035 -11.7109 2.0 -0.7 -0.5 0.002
C 17.5390 -20.7935 -11.6059 -1.1 1.2 -0.2 -0.005
H 19.4566 -25.7574 -13.9515 0.5 0.0 0.2 0.000
H 18.3364 -26.7554 -13.1348 -0.4 0.2 0.3 0.000
H 19.8473 -26.5003 -12.3158 0.2 0.4 -0.2 0.000
H 18.4681 -24.6430 -11.2509 -0.1 -0.7 0.1 0.000
H 17.5016 -24.4429 -12.6716 0.1 -0.1 -0.4 0.000
H 18.2803 -20.0056 -11.4728 0.2 -0.3 -0.4 0.003
H 16.8468 -20.6822 -10.7712 0.3 -0.7 0.3 0.000
H 16.8852 -20.6238 -12.4613 0.4 0.4 -0.3 0.001
C 26.5106 -24.2017 -12.3989 0.7 0.2 -0.2 0.001
C 25.6409 -23.0565 -12.8849 0.0 -1.4 -0.5 0.013
O 25.5385 -21.9917 -11.9419 0.7 1.3 1.0 0.009
C 26.5523 -21.0902 -11.8587 1.3 -0.7 -3.4 -0.001
O 27.4423 -20.9914 -12.7154 -2.3 -0.1 2.7 0.000
C 26.5091 -20.1733 -10.5820 1.1 -1.0 -2.4 0.000
F 25.6867 -20.7181 -9.7191 -0.3 0.8 0.8 0.000
F 27.7773 -20.2091 -10.1330 -0.7 0.6 0.5 0.000
F 26.1907 -18.8960 -10.9312 0.0 -1.1 0.9 0.000
H 26.4619 -25.0201 -13.1173 -0.3 -0.1 0.0 0.000
H 26.1819 -24.5715 -11.4277 0.1 0.1 0.0 0.000
H 27.5694 -23.9431 -12.4111 0.0 0.2 0.5 0.000
H 24.6568 -23.5185 -12.9640 -0.4 0.8 -0.1 -0.009
H 25.9716 -22.7387 -13.8737 0.0 0.4 0.2 0.002
C 22.1917 -23.2868 -18.8702 0.8 -0.1 -0.3 -0.019
C 22.5375 -24.7737 -19.0983 -0.8 0.4 2.4 0.003
O 21.9383 -25.1585 -20.3074 -0.2 0.7 -1.7 0.000
C 22.3796 -26.1895 -20.9749 2.8 -1.3 2.3 0.000
O 23.1991 -27.0100 -20.5317 -2.1 1.9 -1.7 0.000
C 21.7215 -26.2879 -22.3454 0.1 -0.4 0.2 0.000
F 21.1341 -27.4684 -22.2989 -1.2 -1.0 -0.5 0.000
F 20.8306 -25.3411 -22.6344 0.0 0.0 0.3 0.000
F 22.5975 -26.3211 -23.3295 0.7 0.2 -0.4 0.000
H 21.2518 -22.9832 -19.3313 0.1 -0.2 -0.2 0.000
H 23.0433 -22.7763 -19.3199 -0.3 0.5 -0.3 0.000
H 22.1546 -22.9139 -17.8467 0.0 -0.7 0.2 0.020
H 22.0780 -25.4421 -18.3702 0.1 0.2 0.5 0.000
H 23.6172 -24.9024 -19.0214 -0.1 -0.3 -0.6 0.000
C 18.5212 -25.6930 -17.0297 -0.3 -0.5 0.5 0.000
C 17.7057 -24.3687 -16.7913 1.4 -0.8 -0.5 -0.001
O 16.7511 -24.6024 -15.7508 -0.8 -1.0 0.6 0.000
C 15.6051 -23.9520 -15.6620 0.4 2.5 -1.9 0.000
O 15.2738 -22.9800 -16.3453 0.4 -2.4 1.6 0.000
C 14.7785 -24.4781 -14.4626 0.7 -0.7 -1.5 0.000
F 14.9641 -23.6539 -13.4484 -0.2 0.2 0.8 0.000
F 13.5053 -24.5527 -14.8007 -0.5 0.2 0.3 0.000
F 15.1858 -25.7141 -14.1238 -0.2 0.3 0.4 0.000
H 19.2933 -25.9448 -16.3026 -0.1 0.7 0.5 0.000
H 19.0759 -25.8399 -17.9565 -0.3 1.0 -0.4 0.000
H 17.8761 -26.5712 -17.0061 -0.5 0.2 0.0 0.000
H 17.2120 -24.0730 -17.7170 -0.1 0.2 0.2 0.000
H 18.3497 -23.5897 -16.3833 0.1 0.1 -0.5 0.003
C 24.7186 -26.0533 -16.1684 -0.5 -1.0 -0.2 0.000
C 25.1400 -24.6112 -16.0418 -0.1 -0.8 1.1 -0.002
O 25.6112 -24.1252 -17.3029 0.1 0.8 -0.8 0.000
C 26.8713 -23.7288 -17.4582 0.7 -1.4 1.5 0.000
O 27.7393 -23.8760 -16.6100 -1.2 0.9 -2.0 0.000
C 27.1187 -23.1902 -18.9327 -1.0 -0.4 -0.4 0.000
F 26.1037 -23.6557 -19.8341 2.4 0.6 1.8 0.000
F 27.1205 -21.8777 -19.0071 -1.1 1.0 0.4 0.000
F 28.3449 -23.4918 -19.3111 -0.1 -1.4 -0.5 0.000
H 23.7925 -26.2039 -16.7232 0.1 0.2 -0.3 0.000
H 24.5106 -26.5522 -15.2219 0.0 0.6 0.4 0.000
H 25.4806 -26.7053 -16.5955 0.2 0.3 -0.3 0.000
H 25.8897 -24.5815 -15.2511 0.4 0.4 -0.5 0.000
H 24.3084 -23.9848 -15.7190 0.0 0.1 -0.3 0.000
```
Positions in Å, forces in eV/Å.

Computed properties:
* net charge: 0
* ⟨S²⟩: 8.752
* calculated total energy: -4895.5573 Ha
* LUMO level (spin up / spin down): -0.76 / -0.51 eV
* HOMO level (spin up / spin down): -7.226 / -9.251 eV
* multiplicity: 6

No. 2
ORCA calculation (ωB97M-V/def2-TZVPD) on a molecular structure, C25H30BaN13S3.

The geometry in XYZ format:
```
72
Properties=species:S:1:pos:R:3:forces:R:3:mulliken_charge:R:1
Ba -0.1980 -0.0362 -0.0702 -0.6 -0.3 0.1 1.115
S -2.3135 -0.4048 -2.4441 -0.2 -0.4 0.0 -0.472
C -1.6308 1.1292 -2.7492 0.0 0.3 -0.2 0.199
N -0.5914 1.6512 -2.1392 0.0 0.2 -0.2 -0.024
C -0.3056 2.9248 -2.6070 0.0 0.1 -0.1 -0.525
C 0.7311 3.7392 -2.1541 0.0 -0.1 0.0 -0.397
C 0.8956 4.9921 -2.7148 0.0 0.0 0.0 -0.621
C 0.0413 5.4452 -3.7211 0.0 0.0 0.0 -0.491
C -0.9931 4.6488 -4.1811 0.0 0.0 0.0 -0.537
C -1.1586 3.3908 -3.6173 0.0 -0.1 0.0 0.802
S -2.3462 2.1690 -3.9660 0.1 0.0 0.1 -0.257
H 1.3870 3.3813 -1.3683 0.0 0.0 0.0 0.349
H 1.6953 5.6341 -2.3690 0.0 0.0 0.0 0.398
H 0.1878 6.4297 -4.1442 0.0 0.0 0.0 0.381
H -1.6590 4.9979 -4.9590 0.0 0.0 0.0 0.405
C -1.5579 -5.3221 -2.6914 0.0 0.0 0.0 -1.241
C -1.9284 -4.8663 -1.3320 0.1 0.1 0.0 0.915
N -2.7750 -5.4333 -0.5409 -0.1 0.0 0.0 -0.783
N -2.8000 -4.6328 0.5649 0.2 0.1 0.0 0.231
C -1.9695 -3.5824 0.4986 -0.1 -0.2 -0.2 0.240
S -1.7576 -2.3807 1.6365 0.1 0.2 0.3 -0.299
N -1.3932 -3.7393 -0.7306 0.0 -0.1 0.0 0.390
N -0.4708 -2.8486 -1.2629 0.0 0.1 -0.1 -0.502
H -2.1390 -6.2061 -2.9373 0.0 0.0 0.0 0.356
H -0.4972 -5.5726 -2.7462 0.0 0.0 0.0 0.300
H -1.7660 -4.5440 -3.4272 0.0 0.0 0.0 0.293
H -3.4234 -4.8334 1.3279 0.0 0.0 0.0 0.166
H 0.3133 -3.3540 -1.6561 0.0 0.0 0.1 0.189
H -0.9272 -2.2732 -1.9805 0.0 0.0 0.0 0.167
C 2.9210 -3.2374 3.0280 0.0 0.0 0.0 -1.122
N 3.5597 -2.8786 1.7716 0.0 0.0 0.0 0.047
C 4.3099 -3.9852 1.1797 0.0 0.0 0.0 -1.100
C 2.8986 -1.9690 0.9729 -0.1 -0.1 0.2 0.062
N 1.7219 -1.5129 1.1729 0.3 -0.1 0.1 0.120
N 3.6961 -1.4935 -0.0667 0.1 0.1 0.0 -0.157
C 3.3105 -0.8317 -1.2186 0.0 0.1 -0.1 0.268
N 4.3570 -0.5974 -2.0680 0.0 0.0 0.0 -0.452
N 2.0922 -0.5120 -1.4628 0.2 0.0 -0.1 -0.268
H 3.6460 -3.7734 3.6370 0.0 0.0 0.0 0.313
H 2.0495 -3.8867 2.8825 0.0 0.0 0.0 0.414
H 2.6179 -2.3411 3.5663 0.0 0.0 0.0 0.361
H 5.1740 -4.2187 1.8005 0.0 0.0 0.0 0.349
H 4.6558 -3.7441 0.1784 0.0 0.0 0.0 0.373
H 3.6832 -4.8805 1.1121 0.0 0.0 0.0 0.342
H 1.2409 -2.0477 1.8914 0.0 0.0 0.0 0.006
H 4.6816 -1.6531 0.0514 0.0 0.0 0.0 0.289
H 5.3101 -0.7092 -1.7710 0.0 0.0 0.0 0.174
H 4.2057 0.0258 -2.8413 0.0 0.0 0.0 0.232
H 2.0197 -0.0626 -2.3728 0.0 0.0 0.0 -0.110
C -5.9861 1.9868 1.1427 0.0 0.0 0.0 -0.406
C -5.2203 1.0667 0.4446 -0.1 0.0 0.0 -0.849
C -3.8494 1.0283 0.6297 0.2 0.0 0.1 0.444
C -3.2367 1.9178 1.5087 -0.6 0.1 0.0 -0.031
C -4.0115 2.8487 2.2121 0.2 0.0 0.0 -0.311
C -5.3777 2.8751 2.0266 0.0 0.0 0.0 -0.664
N -1.8352 1.8267 1.6214 0.6 0.1 0.1 1.023
N -1.3137 2.6397 2.4054 -0.6 0.0 -0.1 -0.656
C 0.0884 2.5926 2.5277 0.5 0.0 0.0 -0.317
C 0.6407 3.4807 3.4438 -0.1 0.0 -0.1 -0.258
C 2.0153 3.5032 3.6025 0.0 0.0 0.0 -0.509
C 2.7879 2.6374 2.8435 0.0 0.0 0.1 -0.703
C 2.1442 1.7829 1.9627 0.1 0.0 -0.1 -0.302
N 0.8253 1.7537 1.7961 0.0 0.2 0.2 0.380
H -7.0581 2.0197 1.0008 0.0 0.0 0.0 0.400
H -5.6868 0.3821 -0.2509 0.0 0.0 0.0 0.424
H -3.2579 0.3125 0.0725 0.0 0.0 0.0 0.012
H -3.5296 3.5386 2.8887 0.0 0.0 0.0 0.449
H -5.9791 3.5936 2.5673 0.0 0.0 0.0 0.375
H -0.0182 4.1309 4.0004 0.0 0.0 0.0 0.539
H 2.4778 4.1847 4.3034 0.0 0.0 0.0 0.404
H 3.8649 2.6193 2.9299 0.0 0.0 0.0 0.460
H 2.7143 1.0839 1.3588 0.0 0.0 0.0 0.210
```
Positions in Å, forces in eV/Å.

Computed properties:
* net charge: +1
* calculated total energy: -2902.5206 Ha
* LUMO level: -3.27 eV
* HOMO level: -9.553 eV

No. 3
ORCA calculation (ωB97M-V/def2-TZVPD) on 3 unconnected molecules or ions with the total composition C31H33BrFN3O4.

The geometry in XYZ format:
```
73
Properties=species:S:1:pos:R:3:forces:R:3:mulliken_charge:R:1
C 2.9576 3.4849 -0.9629 0.3 0.2 0.1 -1.242
C 2.5770 2.2404 -0.7126 -0.3 0.7 -0.6 -0.943
C 1.1034 1.7861 -0.7295 0.3 0.5 0.3 2.255
C 0.3994 1.8694 -2.1021 0.6 -0.1 -0.3 -1.323
C -1.1095 1.5631 -2.0461 0.2 0.5 0.1 -0.506
C -1.5992 0.6704 -3.1704 0.4 -0.5 -1.2 -0.009
O -0.8333 0.1242 -3.9372 -0.3 0.5 0.4 -0.558
N -3.0014 0.4849 -3.3932 0.8 -0.5 1.8 -0.376
C -3.7694 0.4983 -2.1730 -0.3 0.4 -0.2 0.096
C -4.0635 -0.6630 -1.4970 0.4 -1.3 -0.3 -0.238
C -4.8230 -0.6678 -0.3555 -0.6 -0.2 0.6 -0.771
C -5.3288 0.5129 0.1495 -0.1 -0.4 0.4 -0.462
C -5.0296 1.6801 -0.5099 -0.5 0.6 0.6 -0.738
C -4.2700 1.6710 -1.6523 0.2 1.0 -0.5 0.219
C 0.3552 2.8134 0.1678 -0.6 -1.3 0.0 -0.608
O 0.1467 3.9768 -0.0325 0.5 -0.7 0.0 -0.603
N -0.1286 2.1044 1.3361 0.1 0.5 -0.5 0.061
C -0.0561 0.6698 1.1595 1.5 0.4 1.1 -0.741
F -1.2164 0.0308 0.9351 -0.3 0.6 -0.7 -0.180
Br 0.4032 0.0777 3.0134 0.2 -0.3 -0.3 -0.109
C 1.0749 0.4539 0.0887 -1.2 0.4 0.8 -0.171
N 0.8597 -0.8114 -0.6169 1.1 0.3 0.5 0.667
C 1.1643 -1.9339 0.2713 -0.3 -1.2 0.8 0.545
C 0.3545 -3.2158 0.0835 1.2 0.6 -1.1 -1.367
O 2.0385 -1.8995 1.1009 -0.2 0.6 -0.4 -0.517
C 1.7581 -1.0226 -1.7686 -0.3 -0.4 -1.5 0.465
C 3.2717 -0.8255 -1.7062 -0.2 -0.3 0.0 -1.453
O 1.2684 -1.4145 -2.7963 0.2 0.0 0.8 -0.473
H 2.2653 4.3080 -1.1127 0.1 -0.2 -0.2 0.274
H 4.0200 3.7185 -0.9692 -0.2 0.1 0.1 0.347
H 3.3766 1.5483 -0.4620 -0.4 -0.3 -0.1 0.289
H 0.5125 2.9050 -2.4436 0.2 -0.2 0.1 0.633
H 0.9548 1.2614 -2.8231 -0.4 -0.1 0.0 0.781
H -1.3574 1.1465 -1.0633 -0.3 -0.2 -0.4 0.324
H -1.6469 2.5186 -2.1035 -0.1 -0.2 0.1 0.650
H -3.0478 -0.4734 -3.7325 -0.1 0.3 -0.7 0.401
H -3.7118 -1.6343 -1.8453 0.1 0.3 -0.2 0.300
H -5.0625 -1.6022 0.1432 0.1 0.0 -0.1 0.378
H -5.9526 0.5017 1.0367 0.1 0.1 -0.1 0.409
H -5.4342 2.6146 -0.1327 0.1 0.0 -0.1 0.387
H -4.0859 2.6240 -2.1416 0.1 -0.2 -0.1 0.426
H 0.5787 2.3434 2.0307 -0.8 0.2 0.6 0.427
H 1.9557 0.5306 0.7414 0.1 -0.6 -0.4 0.970
H -0.5619 -3.2165 0.6727 0.0 0.1 -0.2 0.273
H 0.1849 -3.3134 -0.9965 -0.6 0.0 0.3 0.361
H 1.0367 -4.0229 0.3621 -0.4 0.0 0.3 0.366
H 3.6989 -1.5688 -2.3854 -0.2 0.1 0.1 0.439
H 3.7110 -0.9902 -0.7191 -0.2 0.4 0.0 0.334
H 3.5103 0.1503 -2.1380 0.0 -0.1 0.3 0.359
C 3.7056 -7.1676 -1.4375 0.0 0.0 0.0 -0.573
C 3.6117 -5.9848 -0.7172 0.0 0.0 0.0 -0.177
C 4.0122 -5.9449 0.6115 0.0 0.0 0.0 -0.407
C 4.5036 -7.0910 1.2218 0.0 0.0 0.0 -0.387
C 4.5897 -8.2762 0.5043 0.0 0.0 0.0 -0.410
C 4.1922 -8.3145 -0.8255 0.0 0.0 0.0 -0.309
H 3.3987 -7.1960 -2.4754 0.0 0.0 0.0 0.363
H 3.2260 -5.0907 -1.1927 0.0 0.0 0.0 0.428
H 3.9414 -5.0203 1.1716 0.0 0.0 0.0 0.403
H 4.8185 -7.0603 2.2571 0.0 0.0 0.0 0.364
H 4.9678 -9.1715 0.9817 0.0 0.0 0.0 0.355
H 4.2615 -9.2386 -1.3852 0.0 0.0 0.0 0.356
C -2.0789 3.8363 3.4094 -0.1 0.1 0.1 -0.064
C -1.5701 4.8002 2.5478 0.0 0.0 0.1 -0.157
C -1.8703 6.1408 2.7555 0.0 0.0 0.0 -0.533
C -2.6800 6.5170 3.8190 0.0 0.0 0.0 -0.446
C -3.1946 5.5520 4.6741 0.0 0.0 0.0 -0.361
C -2.8931 4.2123 4.4704 0.0 0.0 0.0 -0.583
H -1.8413 2.7922 3.2524 0.0 0.0 0.0 0.261
H -0.9411 4.5102 1.7166 -0.1 0.1 0.1 0.362
H -1.4720 6.8937 2.0864 0.0 0.0 0.0 0.379
H -2.9111 7.5626 3.9808 0.0 0.0 0.0 0.353
H -3.8307 5.8444 5.5004 0.0 0.0 0.0 0.364
H -3.2930 3.4596 5.1387 0.0 0.0 0.0 0.371
```
Positions in Å, forces in eV/Å.

Computed properties:
* net charge: 0
* calculated total energy: -4340.1417 Ha
* LUMO level: 0.14 eV
* SMILES: C=C[C@]1(CCC(=O)Nc2ccccc2)C(=O)N[C@](F)(Br)[C@H]1N(C(C)=O)C(C)=O.c1ccccc1.c1ccccc1
* HOMO level: -9.120 eV

No. 4
ORCA calculation (ωB97M-V/def2-TZVPD) on a single C7H10 molecule.

The geometry in XYZ format:
```
17
Properties=species:S:1:pos:R:3:forces:R:3:mulliken_charge:R:1
C 1.6698 -1.0522 -0.1181 -0.7 -0.1 -0.2 -1.549
C 0.3316 -0.2654 0.0808 0.4 -1.1 -0.5 0.863
C 0.2365 0.8635 1.1568 0.2 -1.0 -0.1 -0.827
C -0.7468 1.5448 0.1979 0.5 0.0 0.0 -0.445
C -1.5432 0.3852 -0.4965 -0.2 -0.1 -0.1 -0.452
C -1.0330 -0.9334 0.0709 -0.1 -0.3 -0.1 -0.579
C -0.1799 0.7952 -0.9608 0.3 -0.3 -0.4 -0.544
H 1.8184 -1.8768 0.5962 -0.3 0.2 -0.2 0.301
H 1.5412 -1.4531 -1.1191 0.3 -0.5 -0.1 0.392
H 2.6460 -0.5097 -0.1466 -1.0 0.3 0.2 0.413
H -0.1549 0.6417 2.1601 0.6 -0.3 -0.2 0.257
H 1.3300 0.6483 0.9612 -0.2 3.6 1.7 0.324
H -1.2161 2.5380 0.1709 0.6 -0.4 0.2 0.394
H -2.4784 0.5217 -1.0368 0.2 0.3 0.4 0.390
H -1.4172 -1.2750 1.0417 0.1 0.0 -0.3 0.272
H -1.0293 -1.7359 -0.6648 -0.4 -0.1 -0.1 0.334
H 0.2254 1.1632 -1.8937 -0.1 -0.2 0.0 0.457
```
Positions in Å, forces in eV/Å.

Computed properties:
* net charge: 0
* calculated total energy: -272.5638 Ha
* LUMO level: 1.06 eV
* SMILES: C[C@]12C[C@@H]3[C@H](C1)[C@@H]32
* HOMO level: -9.092 eV